DFT (ωB97M-V/def2-TZVPD) results for a 2-piece molecular cluster, C32H29BF6O4S overall.

Each line ends with the Mulliken charge.
Element x y z (Å)
C (-6.053, 0.741, -1.200)  -1.275
C (-4.953, 0.060, -0.469)  0.649
C (-4.388, -1.168, -0.735)  -0.775
C (-3.388, -1.553, 0.224)  -0.912
C (-3.146, -0.589, 1.168)  0.325
B (-2.230, -0.666, 2.629)  2.276
C (-1.007, -0.376, 1.626)  0.057
C (-0.501, 0.904, 1.462)  -1.123
C (0.643, 1.104, 0.691)  0.079
C (1.169, 2.504, 0.576)  0.796
F (2.442, 2.551, 0.086)  -0.290
F (0.391, 3.276, -0.252)  -0.272
F (1.183, 3.131, 1.797)  -0.281
C (1.270, 0.054, 0.034)  -0.888
C (0.751, -1.229, 0.218)  -0.038
C (1.381, -2.421, -0.439)  0.865
F (1.295, -3.527, 0.375)  -0.268
F (0.768, -2.753, -1.614)  -0.298
F (2.705, -2.233, -0.712)  -0.270
C (-0.370, -1.441, 1.000)  -0.878
O (-2.839, 0.346, 3.420)  -0.881
C (-3.888, -0.333, 4.135)  -0.617
C (-3.639, -1.849, 3.943)  -0.573
O (-2.502, -1.983, 3.077)  -0.664
S (-4.202, 0.762, 0.942)  -0.327
H (-6.297, 0.176, -2.104)  0.358
H (-6.951, 0.805, -0.574)  0.247
H (-5.758, 1.757, -1.485)  0.295
H (-4.689, -1.768, -1.590)  0.326
H (-2.844, -2.489, 0.166)  0.486
H (-1.000, 1.754, 1.926)  0.550
H (2.145, 0.214, -0.581)  0.591
H (-0.748, -2.456, 1.124)  0.765
H (-3.820, -0.036, 5.189)  0.277
H (-4.867, -0.036, 3.728)  0.408
H (-3.397, -2.335, 4.899)  0.296
H (-4.510, -2.335, 3.481)  0.391
C (-2.709, -1.863, 10.440)  -0.829
O (-2.575, -0.679, 9.623)  -0.424
C (-1.987, -0.774, 8.405)  0.856
C (-2.017, 0.389, 7.601)  -0.754
C (-1.611, 0.328, 6.289)  -0.682
C (-1.058, -0.851, 5.729)  0.405
C (-0.551, -0.843, 4.365)  -0.369
C (0.441, -1.791, 4.004)  -0.393
C (1.663, -1.421, 3.478)  -0.218
C (2.770, -2.294, 3.243)  0.194
C (3.793, -1.913, 2.332)  -0.419
C (4.807, -2.773, 2.002)  -0.714
C (4.876, -4.053, 2.609)  0.830
O (5.844, -4.878, 2.138)  -0.425
C (5.944, -6.229, 2.627)  -0.844
C (3.935, -4.416, 3.607)  -0.480
C (2.893, -3.547, 3.897)  -0.772
C (-0.940, -1.980, 6.582)  -0.282
C (-1.414, -1.962, 7.888)  -0.818
H (-3.339, -1.539, 11.268)  0.247
H (-3.190, -2.683, 9.892)  0.356
H (-1.728, -2.187, 10.816)  0.332
H (-2.417, 1.303, 8.034)  0.415
H (-1.709, 1.208, 5.653)  0.425
H (-0.469, 0.150, 3.924)  0.524
H (0.225, -2.857, 4.162)  0.692
H (1.800, -0.370, 3.202)  0.371
H (3.741, -0.927, 1.869)  0.356
H (5.562, -2.523, 1.258)  0.438
H (6.734, -6.665, 2.014)  0.241
H (6.234, -6.245, 3.687)  0.336
H (5.003, -6.783, 2.485)  0.355
H (4.021, -5.373, 4.119)  0.405
H (2.148, -3.820, 4.645)  0.424
H (-0.473, -2.892, 6.208)  0.391
H (-1.361, -2.857, 8.508)  0.422

For the HOMO energy, the calculation gives -6.64 eV. The value obtained for the total energy is -69659.4215 eV. As for the total charge: 0. As for the energy above the lowest of the compared OMol25 structures with the same formula, charge and spin: 0.0 kcal per mole. As for the HOMO-LUMO gap: 4.39 eV. Its spin multiplicity is 1.